No. 1
Molecular formula: C35H66FN2O18
Method: DFT, the ωB97M-V functional and the def2-TZVPD basis

Each line ends with the Löwdin charge.
Element x y z (Å)
C: 2.548 0.725 -0.226  -0.133
C: 2.053 -0.379 0.721  -0.204
C: 0.788 -1.109 0.244  -0.457
F: 0.541 -0.611 -1.179  -0.187
N: 0.916 -2.468 0.244  -0.072
C: -0.270 -3.145 0.690  -0.324
C: -1.542 -2.850 -0.147  -0.180
C: -2.854 -2.757 0.655  -0.189
C: -3.704 -1.572 0.219  -0.152
N: -3.083 -0.320 0.631  -0.112
C: -2.985 0.105 1.926  -0.133
C: -2.309 1.310 1.913  -0.119
C: -1.991 1.603 0.571  -0.102
C: -2.489 0.577 -0.202  -0.103
H: 1.753 1.421 -0.473  0.053
H: 3.338 1.307 0.261  0.055
H: 2.967 0.288 -1.128  0.057
H: 1.884 0.117 1.679  0.084
H: 2.822 -1.132 0.855  0.069
H: -0.094 -0.767 0.811  0.115
H: -0.497 -3.001 1.766  0.066
H: -0.070 -4.218 0.598  0.084
H: -1.686 -3.668 -0.857  0.092
H: -1.376 -1.957 -0.745  0.078
H: -2.604 -2.637 1.713  0.088
H: -3.420 -3.688 0.597  0.101
H: -4.717 -1.621 0.618  0.112
H: -3.753 -1.584 -0.868  0.121
H: -3.387 -0.464 2.744  0.117
H: -2.067 1.877 2.796  0.091
H: -1.437 2.452 0.210  0.088
H: -2.421 0.420 -1.262  0.117
C: -5.718 3.010 1.570  -0.055
C: -5.770 1.899 2.593  -0.198
O: -6.430 2.322 3.809  0.045
C: -7.751 2.365 3.764  -0.617
O: -8.455 2.060 2.835  0.118
O: -8.195 2.797 4.952  -0.002
C: -9.611 2.943 5.029  -0.052
H: -5.255 3.899 2.000  0.083
H: -5.131 2.690 0.710  0.077
H: -6.718 3.282 1.232  0.072
H: -4.764 1.631 2.885  0.087
H: -6.259 1.009 2.197  0.126
H: -10.116 2.026 4.734  0.093
H: -9.943 3.767 4.397  0.096
H: -9.839 3.168 6.067  0.090
C: 5.045 -3.136 0.623  -0.065
C: 5.857 -2.119 -0.141  -0.195
O: 6.990 -1.641 0.620  0.044
C: 8.037 -2.446 0.666  -0.618
O: 8.163 -3.509 0.113  0.115
O: 8.973 -1.868 1.434  -0.003
C: 10.144 -2.659 1.618  -0.056
H: 4.742 -2.734 1.590  0.081
H: 4.146 -3.397 0.063  0.081
H: 5.619 -4.045 0.807  0.071
H: 5.257 -1.234 -0.340  0.115
H: 6.202 -2.510 -1.098  0.121
H: 10.560 -2.971 0.662  0.092
H: 9.920 -3.534 2.227  0.096
H: 10.859 -2.028 2.139  0.089
C: -3.706 -9.283 -0.174  -0.068
C: -4.285 -8.129 -0.964  -0.218
O: -3.300 -7.132 -1.251  0.037
C: -2.465 -7.420 -2.250  -0.615
O: -2.498 -8.414 -2.933  0.113
O: -1.602 -6.420 -2.366  0.010
C: -0.591 -6.605 -3.358  -0.032
H: -3.215 -8.915 0.728  0.082
H: -4.496 -9.978 0.113  0.076
H: -2.966 -9.824 -0.761  0.074
H: -5.046 -7.614 -0.379  0.121
H: -4.747 -8.470 -1.891  0.121
H: -1.031 -6.845 -4.323  0.092
H: 0.096 -7.393 -3.052  0.098
H: -0.056 -5.662 -3.420  0.099
C: -0.917 5.131 -4.652  -0.065
C: -1.536 4.409 -3.475  -0.203
O: -1.372 5.154 -2.259  0.043
C: -2.202 6.176 -2.094  -0.614
O: -3.080 6.516 -2.846  0.117
O: -1.904 6.769 -0.936  0.006
C: -2.689 7.925 -0.648  -0.046
H: 0.127 5.370 -4.447  0.078
H: -0.965 4.506 -5.545  0.080
H: -1.436 6.065 -4.860  0.074
H: -1.027 3.462 -3.304  0.124
H: -2.591 4.191 -3.641  0.124
H: -3.752 7.699 -0.708  0.094
H: -2.442 8.732 -1.337  0.096
H: -2.434 8.220 0.366  0.091
C: 4.166 -0.823 7.527  -0.069
C: 3.073 -1.808 7.885  -0.227
O: 1.839 -1.496 7.232  0.025
C: 1.777 -1.857 5.941  -0.615
O: 2.645 -2.431 5.338  0.127
O: 0.599 -1.483 5.468  0.010
C: 0.395 -1.740 4.064  -0.018
H: 3.839 0.197 7.730  0.079
H: 5.066 -1.028 8.109  0.076
H: 4.418 -0.890 6.469  0.076
H: 2.852 -1.756 8.951  0.118
H: 3.368 -2.831 7.652  0.121
H: 0.592 -2.781 3.820  0.093
H: 1.032 -1.093 3.467  0.087
H: -0.644 -1.513 3.847  0.084
C: 5.208 6.781 -8.297  -0.068
C: 4.939 6.947 -6.816  -0.216
O: 3.732 6.286 -6.414  0.034
C: 3.830 4.963 -6.270  -0.614
O: 4.827 4.308 -6.424  0.125
O: 2.634 4.498 -5.921  -0.002
C: 2.565 3.073 -5.785  -0.025
H: 4.345 7.110 -8.878  0.080
H: 6.076 7.371 -8.591  0.078
H: 5.400 5.738 -8.543  0.074
H: 4.780 7.997 -6.575  0.121
H: 5.774 6.587 -6.215  0.123
H: 3.337 2.709 -5.112  0.100
H: 2.662 2.598 -6.759  0.098
H: 1.587 2.855 -5.367  0.088

LUMO in eV: 2.2
Strongest force on any atom in eV/Å: 1.6
Total charge: -1
Frontier orbital gap in eV: 5.14
Electronic energy in a.u.: -2936.984275
Molar mass in g/mol: 821.9
HOMO energy in Eh: -0.1085

---

No. 2
Molecular formula: C35H67N3O10PS4
Method: DFT, the ωB97M-V functional and the def2-TZVPD basis

Each line ends with the Löwdin charge.
Element x y z (Å)
C: 0.393 -5.860 0.957  -0.029
C: 1.051 -4.498 0.867  -0.221
O: 0.288 -3.737 -0.074  -0.114
N: 0.847 -2.474 -0.320  0.036
C: 0.236 -1.279 0.353  -0.159
C: 0.035 -1.416 1.845  -0.108
C: 1.384 -1.317 2.570  -0.271
N: 1.165 -1.145 3.999  0.032
C: -0.864 -0.868 -0.639  -0.317
C: -1.470 0.515 -0.454  -0.150
C: -2.302 0.766 0.817  -0.257
C: -3.449 1.762 0.609  -0.495
S: -5.082 1.054 0.397  0.971
C: -5.363 0.320 1.984  -1.030
S: -4.514 0.849 3.291  0.695
N: -6.328 -0.660 2.081  -0.177
C: -5.835 -1.894 2.738  -0.261
C: -6.873 -2.437 3.714  -0.070
C: -7.024 -1.007 0.820  -0.274
C: -8.048 0.029 0.381  -0.092
S: -2.269 -2.048 -0.826  0.701
C: -2.650 -2.857 0.703  -0.096
O: -3.428 -1.322 -1.254  -0.279
O: -1.829 -3.074 -1.745  -0.339
C: -0.058 -0.975 -1.994  -0.202
C: 0.543 0.317 -2.561  -0.132
C: -0.378 1.124 -3.467  -0.150
C: -0.808 0.367 -4.716  -0.258
O: -1.005 1.332 -5.734  -0.047
C: 1.057 -2.053 -1.766  -0.443
O: 2.310 -1.449 -1.736  -0.003
C: 3.422 -2.245 -2.057  -0.454
O: 3.835 -2.290 -3.143  0.216
C: 4.019 -2.906 -0.886  -0.157
C: 4.130 -2.190 0.317  -0.038
C: 4.709 -2.809 1.428  -0.062
C: 5.157 -4.135 1.362  -0.046
C: 5.056 -4.840 0.158  -0.041
C: 4.497 -4.219 -0.963  -0.019
P: 0.815 -3.386 -3.089  0.519
S: 1.476 -5.162 -2.690  0.273
H: -0.687 -5.773 0.889  0.083
H: 0.724 -6.466 0.121  0.068
H: 0.685 -6.335 1.884  0.091
H: 1.075 -4.038 1.854  0.113
H: 2.084 -4.629 0.537  0.111
H: 1.795 -2.530 0.082  0.144
H: 0.955 -0.466 0.238  0.167
H: -0.584 -0.611 2.224  0.120
H: -0.432 -2.355 2.119  0.108
H: 2.008 -2.184 2.366  0.088
H: 1.901 -0.437 2.171  0.115
H: 1.188 -0.155 4.217  0.070
H: 1.942 -1.529 4.522  0.074
H: -2.105 0.731 -1.304  0.104
H: -0.690 1.271 -0.471  0.124
H: -1.652 1.220 1.564  0.099
H: -2.704 -0.132 1.276  0.058
H: -3.283 2.306 -0.319  0.081
H: -3.485 2.472 1.425  0.046
H: -5.682 -2.662 1.980  0.104
H: -4.913 -1.714 3.272  0.067
H: -7.353 -1.624 4.247  0.081
H: -6.433 -3.129 4.426  0.075
H: -7.663 -2.975 3.195  0.069
H: -6.329 -1.263 0.020  0.099
H: -7.581 -1.916 1.029  0.113
H: -8.759 -0.470 -0.273  0.079
H: -7.613 0.831 -0.202  0.033
H: -8.603 0.400 1.235  0.087
H: -3.658 -3.235 0.574  0.080
H: -1.977 -3.700 0.793  0.052
H: -2.559 -2.222 1.574  0.061
H: -0.791 -1.310 -2.723  0.103
H: 1.443 0.107 -3.129  0.125
H: 0.878 0.959 -1.746  0.117
H: 0.217 1.958 -3.826  0.103
H: -1.230 1.562 -2.965  0.110
H: -0.071 -0.390 -4.991  0.119
H: -1.774 -0.105 -4.511  0.122
H: -1.076 0.886 -6.581  0.091
H: 3.795 -1.165 0.376  0.120
H: 4.816 -2.251 2.346  0.110
H: 5.585 -4.631 2.219  0.111
H: 5.396 -5.858 0.080  0.113
H: 4.408 -4.770 -1.886  0.104
H: 1.535 -2.793 -4.137  0.013
H: -0.522 -3.334 -3.472  0.002
C: 4.017 6.640 -3.974  -0.102
O: 4.857 5.566 -3.585  -0.186
C: 4.489 4.974 -2.354  -0.210
C: 3.743 3.675 -2.563  -0.211
O: 2.484 3.879 -3.186  -0.203
C: 2.489 3.590 -4.576  -0.108
H: 4.246 6.875 -5.011  0.091
H: 2.960 6.376 -3.895  0.084
H: 4.217 7.525 -3.361  0.091
H: 3.888 5.665 -1.755  0.125
H: 5.412 4.763 -1.804  0.127
H: 3.550 3.218 -1.585  0.115
H: 4.353 2.979 -3.148  0.127
H: 2.512 2.505 -4.733  0.083
H: 3.338 4.049 -5.086  0.089
H: 1.568 3.985 -5.001  0.094
C: 0.062 3.210 4.357  -0.092
O: 1.064 2.722 3.474  -0.210
C: 1.009 3.310 2.184  -0.215
C: 2.050 4.389 1.989  -0.210
O: 1.805 5.502 2.823  -0.182
C: 2.629 5.544 3.978  -0.100
H: 0.315 2.870 5.360  0.092
H: 0.022 4.300 4.353  0.089
H: -0.920 2.807 4.086  0.085
H: 0.007 3.709 1.997  0.127
H: 1.198 2.505 1.460  0.109
H: 1.998 4.740 0.952  0.125
H: 3.054 3.986 2.160  0.128
H: 3.650 5.836 3.710  0.091
H: 2.652 4.581 4.493  0.083
H: 2.215 6.294 4.648  0.093

LUMO in eV: -2.8
Strongest force on any atom in eV/Å: 2.3
Total charge: +1
Frontier orbital gap in eV: 7.52
Electronic energy in a.u.: -4224.151383
Molar mass in g/mol: 849.2
HOMO energy in Eh: -0.3800

---

No. 3
Molecular formula: C35H68N2O35S
Method: DFT, the ωB97M-V functional and the def2-TZVPD basis

Each line ends with the Löwdin charge.
Element x y z (Å)
C: -0.892 -2.862 -0.320  -0.073
C: 0.137 -1.789 0.076  -0.236
N: 1.216 -2.277 0.959  0.036
C: 1.082 -1.898 2.320  -0.344
O: 0.159 -2.694 3.135  -0.137
S: -0.771 -1.613 3.938  0.599
O: -0.305 -1.290 5.227  -0.207
O: -2.061 -2.155 3.819  -0.207
O: -0.496 -0.325 3.011  -0.155
C: 0.941 -0.443 2.695  -0.278
N: 1.400 0.490 1.694  0.208
C: 0.695 1.487 1.583  -0.252
O: 0.095 2.469 1.364  0.198
H: -0.621 -3.343 -1.251  0.070
H: -1.825 -2.342 -0.524  0.074
H: -1.107 -3.563 0.479  0.067
H: -0.401 -0.934 0.467  0.096
H: 0.610 -1.456 -0.844  0.108
H: 1.163 -3.288 0.971  0.124
H: 2.062 -2.158 2.737  0.159
H: 1.392 -0.150 3.636  0.157
C: 0.367 4.456 -0.966  -0.028
O: 0.959 3.904 -2.144  0.024
C: 0.341 4.238 -3.271  -0.597
O: -0.637 4.941 -3.364  0.094
O: 0.988 3.663 -4.279  0.019
C: 0.436 3.933 -5.568  -0.033
H: 0.946 4.120 -0.116  0.074
H: 0.394 5.545 -0.996  0.097
H: -0.656 4.102 -0.849  0.097
H: 0.469 4.999 -5.784  0.081
H: -0.585 3.562 -5.635  0.101
H: 1.047 3.409 -6.297  0.097
C: 2.153 -4.898 5.602  -0.024
O: 3.167 -5.102 4.612  0.008
C: 3.211 -6.339 4.126  -0.617
O: 2.493 -7.247 4.448  0.119
O: 4.187 -6.397 3.223  -0.007
C: 4.351 -7.680 2.613  -0.030
H: 2.213 -3.862 5.921  0.095
H: 1.165 -5.075 5.178  0.097
H: 2.323 -5.539 6.465  0.100
H: 3.449 -7.969 2.078  0.099
H: 4.608 -8.430 3.359  0.100
H: 5.169 -7.590 1.905  0.093
C: 6.355 -3.937 1.808  -0.034
O: 6.976 -4.423 0.615  0.006
C: 6.349 -4.077 -0.506  -0.629
O: 5.347 -3.418 -0.581  0.126
O: 7.026 -4.590 -1.533  0.004
C: 6.461 -4.295 -2.811  -0.042
H: 6.953 -4.283 2.646  0.096
H: 6.337 -2.848 1.817  0.098
H: 5.348 -4.336 1.908  0.084
H: 6.444 -3.220 -2.985  0.098
H: 5.457 -4.708 -2.892  0.097
H: 7.099 -4.764 -3.554  0.092
C: -3.664 -6.378 1.405  -0.029
O: -3.776 -7.308 0.324  0.001
C: -3.000 -7.028 -0.720  -0.620
O: -2.251 -6.093 -0.811  0.125
O: -3.201 -7.964 -1.647  -0.028
C: -2.429 -7.790 -2.837  -0.029
H: -4.341 -6.718 2.184  0.095
H: -2.649 -6.365 1.798  0.097
H: -3.961 -5.381 1.087  0.099
H: -1.365 -7.832 -2.615  0.098
H: -2.680 -6.849 -3.324  0.100
H: -2.685 -8.612 -3.500  0.097
C: 0.775 8.978 -2.277  -0.031
O: 0.399 8.831 -0.905  0.000
C: 0.699 9.879 -0.141  -0.630
O: 1.239 10.887 -0.505  0.130
O: 0.298 9.612 1.102  0.001
C: 0.558 10.659 2.038  -0.037
H: 0.483 8.068 -2.794  0.085
H: 0.255 9.820 -2.729  0.101
H: 1.853 9.101 -2.370  0.098
H: 0.031 11.569 1.758  0.100
H: 1.627 10.850 2.116  0.082
H: 0.191 10.329 3.006  0.096
C: -8.500 -11.970 -4.062  -0.044
O: -8.396 -10.854 -3.177  0.005
C: -7.157 -10.382 -3.038  -0.628
O: -6.175 -10.813 -3.582  0.123
O: -7.199 -9.355 -2.196  0.015
C: -5.925 -8.747 -1.952  -0.043
H: -9.548 -12.255 -4.088  0.092
H: -8.182 -11.695 -5.066  0.097
H: -7.912 -12.809 -3.695  0.097
H: -5.509 -8.349 -2.874  0.095
H: -5.240 -9.458 -1.500  0.098
H: -6.088 -7.929 -1.257  0.094
C: -3.242 5.421 -2.764  -0.040
O: -4.515 6.052 -2.983  0.015
C: -5.171 5.594 -4.040  -0.634
O: -4.793 4.733 -4.792  0.117
O: -6.326 6.255 -4.133  0.005
C: -7.137 5.862 -5.239  -0.044
H: -2.805 5.877 -1.880  0.098
H: -3.374 4.355 -2.582  0.104
H: -2.592 5.585 -3.601  0.043
H: -7.413 4.812 -5.160  0.097
H: -6.622 6.048 -6.180  0.096
H: -8.037 6.468 -5.202  0.092
C: 4.366 9.407 2.203  -0.036
O: 4.504 10.544 3.055  0.003
C: 5.760 10.963 3.206  -0.627
O: 6.733 10.472 2.701  0.129
O: 5.748 12.019 4.016  0.006
C: 7.038 12.577 4.270  -0.041
H: 3.307 9.167 2.158  0.081
H: 4.714 9.634 1.197  0.103
H: 4.904 8.552 2.607  0.100
H: 7.493 12.928 3.346  0.098
H: 7.683 11.848 4.757  0.098
H: 6.891 13.422 4.936  0.093
C: 1.609 -10.298 10.187  -0.044
O: 0.969 -10.410 8.916  0.004
C: 0.866 -9.257 8.254  -0.627
O: 1.257 -8.187 8.639  0.120
O: 0.257 -9.497 7.098  0.012
C: 0.080 -8.336 6.281  -0.035
H: 1.629 -11.295 10.619  0.092
H: 2.630 -9.939 10.073  0.097
H: 1.046 -9.638 10.845  0.097
H: 1.040 -7.901 6.015  0.061
H: -0.545 -7.602 6.789  0.099
H: -0.422 -8.655 5.372  0.096
C: -1.894 6.715 -6.117  -0.033
O: -2.109 7.646 -7.179  0.017
C: -2.106 8.921 -6.796  -0.625
O: -1.942 9.323 -5.675  0.126
O: -2.317 9.676 -7.872  0.006
C: -2.340 11.079 -7.607  -0.041
H: -1.921 5.718 -6.547  0.098
H: -0.920 6.873 -5.658  0.088
H: -2.684 6.792 -5.375  0.085
H: -1.384 11.410 -7.206  0.097
H: -3.146 11.327 -6.918  0.098
H: -2.518 11.577 -8.555  0.092

LUMO in eV: 0.2
Strongest force on any atom in eV/Å: 4.1
Total charge: 0
Frontier orbital gap in eV: 10.30
Electronic energy in a.u.: -4515.547144
Molar mass in g/mol: 1109.0
HOMO energy in Eh: -0.3718